# 1
ORCA calculation (ωB97M-V/def2-TZVPD) on a structure of composition C28H31EuN6O2 at a distorted geometry.

```
68
Properties=species:S:1:pos:R:3:mulliken_charge:R:1
Eu -0.294 -1.096 -0.486 0.842
C -1.062 2.663 -2.248 -1.027
C -0.484 1.623 -3.228 -0.741
C 0.888 1.106 -2.908 0.643
C 2.036 1.456 -3.565 -0.953
C 3.292 0.837 -3.176 -0.519
C 3.385 0.101 -2.066 -0.929
C 2.288 0.270 -1.090 0.140
N 1.037 0.329 -1.815 -0.006
N -1.217 2.159 -0.885 0.754
C -2.549 2.344 -0.391 -1.385
C -3.476 1.248 -0.951 0.753
C -4.845 1.397 -0.773 -1.053
C -5.644 0.299 -1.099 -0.259
C -5.076 -0.789 -1.729 -0.765
C -3.705 -0.805 -1.894 -0.264
N -2.901 0.129 -1.443 0.246
C -0.135 2.528 0.036 -1.101
C -0.341 1.963 1.417 0.249
C -0.303 2.814 2.529 -0.879
C -0.480 2.227 3.776 -0.547
C -0.753 0.886 3.872 -0.962
C -0.730 0.112 2.713 -0.247
N -0.448 0.645 1.520 0.717
H -2.073 2.944 -2.638 0.415
H -0.347 3.491 -2.287 0.467
H -0.466 2.025 -4.252 0.467
H -1.199 0.788 -3.244 0.012
H 2.113 2.124 -4.434 0.309
H 4.049 0.736 -3.935 0.366
H 4.179 -0.545 -1.827 0.517
H 2.437 1.260 -0.555 0.202
H -3.011 3.264 -0.711 0.456
H -2.571 2.238 0.706 0.540
H -5.316 2.304 -0.414 0.425
H -6.702 0.242 -0.878 0.381
H -5.696 -1.615 -2.014 0.381
H -3.184 -1.698 -2.268 0.371
H -0.025 3.610 0.125 0.493
H 0.809 2.201 -0.388 0.039
H -0.212 3.861 2.324 0.483
H -0.431 2.796 4.650 0.489
H -0.907 0.403 4.795 0.491
H -0.974 -0.960 2.694 0.360
N 0.532 -3.593 -0.783 -0.376
C 0.120 -4.317 0.399 -0.218
C -1.390 -4.635 0.592 -0.600
C -2.331 -3.459 1.041 0.293
O -1.827 -2.359 1.382 -0.501
O -3.538 -3.763 1.096 -0.757
H 0.653 -4.181 -1.601 0.190
H 1.412 -3.123 -0.590 0.181
H 0.368 -3.670 1.267 0.030
H 0.559 -5.325 0.411 0.446
H -1.392 -5.422 1.363 0.292
H -1.784 -5.143 -0.326 0.275
N 2.221 -0.657 0.010 0.049
C 3.168 -0.446 0.953 0.379
C 3.124 -1.318 2.088 -0.451
C 4.046 -1.219 3.094 -0.411
C 5.084 -0.306 3.099 -0.649
C 5.199 0.496 1.979 -0.622
C 4.304 0.425 0.920 -0.611
H 2.369 -2.051 2.182 0.383
H 3.945 -1.912 3.942 0.312
H 5.745 -0.222 3.972 0.324
H 6.001 1.231 1.904 0.318
H 4.454 1.054 0.038 0.354
```

For the strongest force on any atom, the calculation gives 2.03 eV/Å. The calculation puts the HOMO energy (alpha / beta) at -3.16 / -3.22 eV. The expectation value of S² is 15.760. Its energy relative to the best compared isomer or geometry (same formula, charge and spin) is 0.373 eV. The spin multiplicity is 8. Its charge is -1.

# 2
ORCA calculation (ωB97M-V/def2-TZVPD) on a structure of composition C28H31MnN2O5SSi.

```
69
Properties=species:S:1:pos:R:3:nbo_charge:R:1
Mn 0.067 0.326 -0.273 1.560
O -0.935 -2.936 1.891 -0.933
S -1.400 -1.828 1.101 2.343
O -1.424 -0.502 1.703 -0.959
N -0.598 -1.582 -0.244 -1.012
C -0.159 -2.540 -1.135 0.162
C -0.455 -3.881 -1.136 -0.253
C 0.057 -4.719 -2.153 -0.171
C 0.848 -4.239 -3.156 -0.224
C 1.176 -2.860 -3.182 -0.088
C 1.989 -2.266 -4.174 -0.121
C 2.263 -0.929 -4.118 -0.252
C 1.726 -0.170 -3.059 0.078
N 0.967 -0.689 -2.127 -0.516
C 0.680 -2.018 -2.173 0.205
C -3.076 -2.211 0.661 -0.350
C -3.935 -2.586 1.687 -0.121
C -5.268 -2.829 1.402 -0.226
C -5.734 -2.715 0.098 -0.199
C -4.865 -2.364 -0.922 -0.198
C -3.529 -2.107 -0.642 -0.204
H -1.066 -4.310 -0.355 0.237
H -0.194 -5.772 -2.122 0.217
H 1.232 -4.888 -3.932 0.213
H 2.385 -2.883 -4.970 0.219
H 2.881 -0.447 -4.862 0.224
H 1.928 0.891 -2.980 0.203
H -3.557 -2.686 2.695 0.229
H -5.943 -3.111 2.199 0.218
H -6.777 -2.905 -0.124 0.216
H -5.225 -2.291 -1.940 0.216
H -2.842 -1.839 -1.433 0.231
C 5.280 -0.419 4.213 -0.257
O 5.480 0.809 3.532 -0.481
C 4.582 1.153 2.588 0.383
C 4.840 2.402 1.964 -0.330
C 3.991 2.843 1.003 -0.062
C 2.849 2.096 0.591 -0.361
C 2.006 2.610 -0.429 0.599
C 2.313 3.937 -1.082 -0.699
O 0.965 2.044 -0.860 -0.703
C 2.603 0.832 1.224 0.482
O 1.611 0.072 0.945 -0.775
C 3.503 0.389 2.232 -0.399
H 6.090 -0.494 4.933 0.201
H 5.324 -1.261 3.519 0.184
H 4.321 -0.423 4.736 0.186
H 5.704 2.971 2.275 0.226
H 4.194 3.798 0.540 0.203
H 3.306 3.934 -1.530 0.233
H 2.284 4.745 -0.350 0.240
H 1.567 4.127 -1.849 0.239
H 3.281 -0.564 2.688 0.237
C -3.865 1.772 1.043 -1.112
Si -2.227 2.389 0.371 1.621
C -2.427 4.070 -0.453 -1.104
C -1.043 2.613 1.819 -1.122
C -1.635 1.170 -0.938 -1.156
H -4.266 2.460 1.790 0.232
H -3.744 0.792 1.510 0.251
H -4.601 1.677 0.241 0.231
H -2.793 4.822 0.248 0.232
H -3.129 4.017 -1.287 0.233
H -1.469 4.417 -0.847 0.230
H -1.528 3.278 2.540 0.241
H -0.105 3.091 1.531 0.225
H -0.808 1.685 2.341 0.257
H -1.302 1.638 -1.868 0.227
H -2.370 0.396 -1.150 0.224
```

For the strongest force on any atom, the calculation gives 0.45 eV/Å. The calculation puts the HOMO energy (alpha / beta) at -7.95 / -8.06 eV. The expectation value of S² is 6.199. Its energy relative to the best compared isomer or geometry (same formula, charge and spin) is 0.000 eV. The spin multiplicity is 5.

# 3
ORCA calculation (ωB97M-V/def2-TZVPD) on a structure of composition C28H31N2O6 at a distorted geometry.

```
67
Properties=species:S:1:pos:R:3:nbo_charge:R:1
C -3.952 -2.261 2.429 -0.667
C -3.506 -2.524 3.850 0.529
C -4.616 -3.234 4.630 -0.624
O -2.317 -3.342 3.888 -0.526
C -1.128 -2.730 3.623 0.789
O -0.103 -3.349 3.797 -0.578
C -1.141 -1.283 3.257 -0.409
C -0.145 -0.637 2.609 -0.010
C -0.143 0.815 2.599 -0.002
C -1.287 1.540 2.183 -0.175
C -1.350 2.916 2.293 -0.095
C -0.243 3.628 2.840 0.232
N -0.278 4.991 2.914 -0.449
C -1.261 5.736 2.153 -0.195
C -2.637 5.099 2.244 -0.398
C -2.599 3.616 1.865 -0.416
C 0.927 5.736 3.209 -0.194
C 1.736 5.066 4.303 -0.398
C 2.044 3.613 3.949 -0.418
C 0.906 2.913 3.282 -0.092
C 0.968 1.544 3.079 -0.195
C -2.114 -0.589 4.187 0.771
O -1.937 0.492 4.707 -0.580
O -3.227 -1.299 4.554 -0.534
H -3.177 -1.735 1.855 0.245
H -4.195 -3.222 1.955 0.222
H -4.866 -1.653 2.466 0.216
H -4.318 -3.403 5.668 0.229
H -5.519 -2.615 4.622 0.217
H -4.855 -4.190 4.154 0.217
H 0.743 -1.168 1.999 0.282
H -2.145 0.991 1.794 0.197
H -1.283 6.757 2.548 0.192
H -0.956 5.803 1.092 0.164
H -3.022 5.194 3.267 0.202
H -3.322 5.636 1.581 0.202
H -2.715 3.502 0.775 0.205
H -3.466 3.111 2.316 0.216
H 1.546 5.830 2.297 0.165
H 0.622 6.747 3.500 0.191
H 2.660 5.628 4.447 0.204
H 1.178 5.096 5.246 0.202
H 2.929 3.564 3.294 0.209
H 2.319 3.072 4.864 0.216
H 1.853 0.976 3.391 0.210
C 1.383 -6.144 3.144 -0.627
C 1.113 -5.322 1.917 -0.071
O 1.865 -4.103 2.091 -0.515
C 1.442 -3.135 1.272 0.802
C 1.896 -1.768 1.683 -0.613
C 2.737 -1.149 0.652 0.056
C 2.549 -1.435 -0.724 -0.312
C 3.516 -0.997 -1.646 0.031
N 4.576 -0.272 -1.276 -0.515
C 4.738 0.063 0.005 0.030
C 3.841 -0.346 1.016 -0.310
O 0.697 -3.367 0.318 -0.699
H 0.847 -7.094 3.081 0.193
H 2.454 -6.350 3.230 0.198
H 1.059 -5.588 4.032 0.234
H 1.470 -5.799 0.993 0.173
H 0.043 -5.090 1.822 0.196
H 2.440 -1.809 2.630 0.199
H 1.726 -2.061 -1.056 0.243
H 3.416 -1.267 -2.702 0.172
H 5.618 0.651 0.289 0.169
H 4.042 -0.114 2.063 0.198
```

For the strongest force on any atom, the calculation gives 4.39 eV/Å. The calculation puts the HOMO energy at -3.04 eV. Its energy relative to the best compared isomer or geometry (same formula, charge and spin) is 0.000 eV. Its charge is -1.

# 4
ORCA calculation (ωB97M-V/def2-TZVPD) on a structure of composition C28H31N3O3PRe.

```
67
Properties=species:S:1:pos:R:3:nbo_charge:R:1
Re -0.479 0.061 1.072 1.401
C 0.210 -4.175 1.922 -0.706
C 0.202 -2.705 1.728 0.339
N -0.763 -2.013 1.201 -0.248
O -1.930 -2.562 0.736 -0.491
C 1.349 -1.893 2.143 0.182
C 2.595 -2.375 2.778 -0.679
N 1.198 -0.592 1.902 -0.042
O 2.016 0.300 2.189 -0.395
H -0.657 -4.694 1.522 0.251
H 0.294 -4.400 2.989 0.295
H 1.101 -4.583 1.440 0.289
H -2.095 -3.393 1.209 0.500
H 2.602 -3.454 2.899 0.256
H 2.716 -1.902 3.756 0.286
H 3.451 -2.071 2.169 0.279
C -1.704 0.850 3.588 -0.529
C -1.952 2.236 3.006 -0.265
C -3.169 2.227 2.096 -0.605
C -0.681 2.780 2.356 -0.080
C -0.709 4.246 1.938 -0.086
O -0.074 4.232 0.624 -0.393
C 0.025 3.012 0.187 0.719
N -0.384 2.091 1.044 -0.675
C 0.588 2.851 -1.156 -0.152
C 0.958 4.025 -1.814 -0.105
C 1.510 3.986 -3.088 -0.147
C 1.688 2.771 -3.722 -0.141
C 1.319 1.591 -3.082 -0.104
C 0.777 1.613 -1.802 -0.383
P 0.282 -0.010 -1.217 1.268
C 1.632 -1.156 -1.340 -0.476
C 2.946 -0.689 -1.252 -0.107
C 3.995 -1.595 -1.274 -0.206
C 3.735 -2.955 -1.382 -0.131
C 2.425 -3.421 -1.462 -0.203
C 1.368 -2.529 -1.433 -0.199
C -1.201 -0.539 -2.032 -0.479
C -1.194 -1.353 -3.166 -0.165
C -2.401 -1.673 -3.769 -0.165
C -3.598 -1.197 -3.248 -0.130
C -3.609 -0.379 -2.122 -0.185
C -2.407 -0.045 -1.524 -0.129
H -2.562 0.469 4.142 0.289
H -0.810 0.766 4.205 0.253
H -1.643 0.032 2.798 0.088
H -2.161 2.895 3.857 0.275
H -3.050 1.523 1.258 0.171
H -3.390 3.197 1.653 0.244
H -4.055 1.903 2.640 0.262
H 0.177 2.586 3.008 0.238
H -0.107 4.897 2.566 0.255
H -1.708 4.658 1.798 0.228
H 0.819 4.980 -1.328 0.263
H 1.795 4.907 -3.577 0.266
H 2.112 2.729 -4.717 0.262
H 1.465 0.651 -3.601 0.232
H 3.159 0.370 -1.181 0.232
H 5.015 -1.240 -1.225 0.257
H 4.558 -3.657 -1.422 0.257
H 2.236 -4.480 -1.580 0.250
H 0.351 -2.895 -1.519 0.234
H -0.267 -1.728 -3.580 0.240
H -2.409 -2.294 -4.655 0.258
H -4.532 -1.455 -3.728 0.259
H -4.542 0.005 -1.735 0.250
H -2.428 0.662 -0.689 0.174
```

For the strongest force on any atom, the calculation gives 0.44 eV/Å. The calculation puts the HOMO energy (alpha / beta) at -17.81 / -17.84 eV. The expectation value of S² is 3.859. The spin multiplicity is 4. Its charge is +3.

# 5
ORCA calculation (ωB97M-V/def2-TZVPD) on a structure of composition C28H32As2N4O8OsS3 at a distorted geometry.

```
78
Properties=species:S:1:pos:R:3:mulliken_charge:R:1
Os -0.132 2.013 0.337 3.020
C 3.907 2.624 -1.044 -1.836
C 2.454 2.357 -0.826 0.617
N 1.875 2.154 0.324 -0.058
N 2.529 2.179 1.509 -0.596
C 1.864 2.015 2.676 0.624
N 2.553 1.971 3.807 -0.329
S 0.169 1.958 2.728 -0.581
C 1.543 2.331 -1.966 0.827
C 1.955 2.506 -3.289 -0.834
C 1.015 2.499 -4.303 -0.860
C -0.320 2.302 -3.986 -0.855
C -0.661 2.105 -2.660 -0.199
N 0.233 2.124 -1.677 -0.466
H 4.512 2.555 -0.142 0.455
H 4.028 3.630 -1.447 0.372
H 4.308 1.921 -1.773 0.380
H 3.544 2.255 1.515 0.210
H 3.560 1.932 3.839 0.202
H 2.058 1.760 4.661 0.235
H 2.996 2.659 -3.522 0.558
H 1.323 2.623 -5.327 0.480
H -1.083 2.294 -4.746 0.536
H -1.689 1.912 -2.377 0.486
S -2.453 2.027 0.380 -0.204
C -2.898 3.715 0.417 0.487
C -4.248 4.072 0.450 -0.642
C -4.614 5.406 0.458 -0.703
C -3.646 6.405 0.431 -0.600
C -2.305 6.072 0.406 -0.727
C -1.925 4.730 0.401 0.819
S -0.235 4.344 0.340 -0.514
H -5.004 3.304 0.458 0.482
H -5.657 5.676 0.474 0.410
H -3.938 7.442 0.425 0.412
H -1.546 6.838 0.388 0.481
C -0.248 -2.780 4.240 -0.763
O 0.739 -1.864 3.779 -0.391
C 0.968 -1.533 2.539 -0.169
O 1.716 -0.578 2.322 -0.485
C 0.392 -2.159 1.319 0.696
C 0.358 -3.462 1.029 0.436
As -0.242 -4.338 -0.698 0.219
C -1.453 -5.734 -0.060 -1.191
C -1.392 -2.759 -0.915 -0.289
C -0.645 -1.671 -1.351 0.727
As 0.300 -0.654 0.000 0.241
C 2.131 -0.949 -0.682 -1.291
C -0.170 -1.472 -2.695 -0.195
O 0.454 -0.471 -3.026 -0.328
O -0.447 -2.505 -3.493 -0.286
C 0.030 -2.435 -4.835 -0.702
C -2.504 -2.646 0.010 0.485
O -3.245 -3.536 0.344 -0.607
O -2.578 -1.386 0.515 -0.015
C -3.646 -1.167 1.439 -0.775
C 0.760 -4.543 1.987 -0.003
O -0.069 -5.252 2.489 -0.503
O 2.053 -4.712 2.242 -0.357
C 3.060 -3.973 1.576 -0.389
H 0.189 -3.768 4.396 0.312
H -1.099 -2.859 3.561 0.323
H -0.569 -2.384 5.202 0.340
H -0.858 -6.586 0.273 0.419
H -2.064 -6.047 -0.910 0.455
H -2.104 -5.410 0.751 0.366
H 2.240 -1.999 -0.958 0.496
H 2.847 -0.714 0.102 0.391
H 2.315 -0.345 -1.565 0.387
H -0.401 -3.294 -5.343 0.263
H 1.122 -2.489 -4.857 0.312
H -0.290 -1.506 -5.310 0.282
H -3.873 -0.105 1.405 0.156
H -3.345 -1.460 2.448 0.226
H -4.516 -1.755 1.146 0.393
H 3.990 -4.493 1.797 0.377
H 3.125 -2.948 1.952 0.108
H 2.899 -3.968 0.493 0.242
```

For the strongest force on any atom, the calculation gives 2.00 eV/Å. The calculation puts the HOMO energy (alpha / beta) at -13.00 / -13.20 eV. The expectation value of S² is 6.024. Its energy relative to the best compared isomer or geometry (same formula, charge and spin) is 0.872 eV. The spin multiplicity is 5. Its charge is +2.

# 6
ORCA calculation (ωB97M-V/def2-TZVPD) on a structure of composition C28H32ClCrNO3.

```
66
Properties=species:S:1:pos:R:3:nbo_charge:R:1
Cr -0.858 0.376 0.097 1.143
C 0.960 1.548 -3.789 -0.636
C -0.042 0.521 -3.356 0.014
C 0.195 -0.829 -3.556 -0.207
C -0.690 -1.797 -3.090 -0.209
C -1.838 -1.425 -2.421 -0.212
C -2.110 -0.067 -2.241 -0.217
C -1.220 0.892 -2.693 -0.259
H 1.561 1.181 -4.622 0.208
H 1.639 1.781 -2.965 0.254
H 0.476 2.477 -4.095 0.206
H 1.107 -1.133 -4.059 0.207
H -0.458 -2.847 -3.226 0.215
H -2.505 -2.170 -2.013 0.229
H -3.021 0.223 -1.731 0.220
H -1.427 1.943 -2.531 0.219
C -0.979 1.257 3.262 -0.734
C -1.327 1.327 1.800 0.309
O -2.223 2.065 1.401 -0.629
H -1.517 2.011 3.841 0.210
H 0.100 1.360 3.393 0.228
H -1.245 0.254 3.611 0.231
Cl -6.853 -3.974 4.456 -0.038
C -5.551 -3.471 3.400 -0.016
C -4.740 -4.435 2.825 -0.260
C -3.710 -4.026 1.991 -0.173
C -3.498 -2.677 1.735 -0.085
C -4.325 -1.730 2.324 -0.178
C -5.359 -2.121 3.163 -0.257
C -2.353 -2.261 0.822 0.758
O -1.612 -3.127 0.368 -0.676
O -2.285 -0.999 0.624 -0.832
H -4.914 -5.482 3.033 0.218
H -3.046 -4.744 1.527 0.239
H -4.146 -0.682 2.117 0.240
H -6.007 -1.391 3.629 0.221
C 1.462 -2.069 -0.097 -0.581
C 2.872 -1.494 -0.134 -0.245
C 3.526 -1.727 1.237 -0.593
C 3.085 -0.035 -0.539 -0.013
C 4.364 0.260 -0.993 -0.220
C 4.799 1.545 -1.271 -0.314
C 3.921 2.589 -1.008 -0.198
C 2.627 2.378 -0.565 -0.086
C 1.818 3.605 -0.169 -0.223
C 1.463 3.570 1.319 -0.593
C 0.588 3.917 -1.023 -0.597
C 2.132 1.028 -0.412 0.116
N 0.827 0.813 -0.204 -0.765
H 1.516 -3.146 0.086 0.201
H 0.914 -1.922 -1.025 0.213
H 0.872 -1.638 0.710 0.197
H 3.433 -2.085 -0.869 0.185
H 3.000 -1.140 1.996 0.203
H 4.572 -1.415 1.246 0.201
H 3.469 -2.781 1.524 0.193
H 5.053 -0.573 -1.124 0.189
H 5.801 1.731 -1.637 0.194
H 4.251 3.616 -1.140 0.189
H 2.501 4.451 -0.308 0.185
H 0.811 2.728 1.532 0.213
H 0.948 4.488 1.620 0.192
H 2.365 3.462 1.925 0.201
H -0.178 3.153 -0.914 0.212
H 0.853 3.993 -2.079 0.198
H 0.152 4.873 -0.714 0.195
```

For the strongest force on any atom, the calculation gives 0.62 eV/Å. The calculation puts the HOMO energy (alpha / beta) at -3.17 / -4.01 eV. The expectation value of S² is 4.065. The spin multiplicity is 4. Its charge is -1.